DFT (ωB97M-V/def2-TZVPD) results for a cluster of 14 separate species, C37H106N22O14 in total.

Computed properties:
orbital gap = 0.2889 Ha
relative energy (zero: lowest compared OMol25 entry of this formula, charge and spin) = 235.5 kcal per mole
strongest force on any atom = 8.7 eV/Å
HOMO level = -0.2880 Ha

```
! wB97M-V def2-TZVPD RIJCOSX def2/J DEFGRID3
* xyz 0 1
C -1.60081 -5.99648 -6.00416
C -1.61145 -4.50234 -5.84936
C -2.81860 -4.11489 -6.64597
C -3.16651 -2.61036 -6.63758
C -3.43036 -2.19656 -5.14686
C -2.26865 -2.62185 -4.15085
N -1.85819 -4.01380 -4.44823
O -0.81932 -4.41543 -3.66283
C -1.10209 -1.43315 -4.26077
C -2.71094 -2.49613 -2.63126
C -0.32272 -3.88929 -6.55298
H -0.74814 -6.27780 -5.38616
H -1.39771 -6.23023 -7.04925
H -2.42069 -6.57339 -5.57630
H -2.65793 -4.21092 -7.71978
H -3.69990 -4.70312 -6.39023
H -3.93915 -2.40728 -7.37913
H -2.32468 -2.01410 -6.98959
H -4.30320 -2.72609 -4.76496
H -3.76024 -1.19612 -4.86685
H -0.29581 -1.84248 -3.65212
H -0.80004 -1.27591 -5.29622
H -1.38998 -0.44987 -3.88876
H -3.28564 -1.58260 -2.47869
H -3.30653 -3.38188 -2.41030
H -1.92599 -2.44586 -1.87665
H 0.12232 -4.65899 -7.18354
H 0.41078 -3.59275 -5.80322
H -0.32335 -2.89444 -6.99837
H -0.06214 -3.89074 -3.93296
C 1.63511 6.73116 4.13452
O 2.82262 6.65616 4.34251
N 1.03427 6.03001 3.17824
N 0.85269 7.08890 5.09025
H 0.03219 6.09023 3.06723
H 1.56757 5.67924 2.39552
H -0.13439 6.98165 4.90511
H 1.23445 7.33637 5.99198
C -2.80601 -0.04568 4.82149
O -2.01429 0.27251 5.68661
N -3.92362 -0.74714 4.97010
N -2.69096 0.23285 3.61299
H -4.20398 -0.84147 5.93581
H -4.59822 -1.17788 4.35408
H -3.31599 -0.23814 2.97454
H -1.98511 0.88698 3.30643
C -0.93539 3.98630 6.19183
O -0.91478 2.74919 6.47641
N -1.23138 5.04880 6.95900
N -0.93205 4.47554 5.01826
H -1.29791 4.80520 7.93692
H -1.37106 5.97991 6.59345
H -0.69947 4.01224 4.15146
H -0.65470 5.44317 4.93536
C 3.67516 3.85200 7.09346
O 3.95562 2.78481 7.64985
N 2.83717 3.97302 6.05555
N 4.00659 5.01985 7.54127
H 2.89059 4.91670 5.69957
H 2.46910 3.14085 5.61724
H 3.47484 5.83828 7.28145
H 4.54678 5.09562 8.39130
C -4.00223 -3.26334 1.84937
O -4.36501 -2.38775 2.56097
N -4.63450 -4.35602 1.42184
N -2.80995 -3.45798 1.47862
H -5.60019 -4.48443 1.68838
H -4.20262 -5.04551 0.82336
H -2.13402 -2.71303 1.56966
H -2.63131 -4.16433 0.77916
C 1.70598 0.06274 6.08307
O 0.66021 0.55453 6.37724
N 1.90836 -0.93390 5.32950
N 2.84969 0.38904 6.58505
H 2.87325 -1.22397 5.25919
H 1.21390 -1.29984 4.69396
H 2.89987 1.16920 7.22452
H 3.70846 0.16115 6.10475
C 4.79493 -1.33011 0.92846
O 4.78684 -0.59570 -0.04331
N 5.86897 -2.02044 1.17853
N 4.05719 -1.28708 1.99400
H 6.65369 -2.06396 0.54417
H 5.95936 -2.55855 2.02846
H 3.39999 -0.54283 2.17916
H 4.11074 -1.95689 2.74804
C -1.85737 5.92800 1.38057
O -1.14692 5.20893 2.02861
N -3.10563 6.15547 1.77490
N -1.41233 6.34105 0.19130
H -3.60258 5.40510 2.23325
H -3.52419 6.91266 1.25376
H -1.86727 7.02418 -0.39731
H -0.67030 5.83227 -0.26764
C 2.47931 7.01133 -2.16775
C 1.94340 5.64982 -2.49577
C 3.01334 4.60277 -2.89108
O 2.42131 3.33960 -2.88671
C 3.08839 2.38007 -2.06573
N 1.06978 5.23344 -1.37351
H 1.75699 7.71776 -1.75871
H 2.90066 7.55866 -3.01095
H 3.14494 6.86754 -1.31665
H 1.13574 5.70512 -3.22566
H 3.99822 4.59831 -2.42407
H 3.30604 4.75713 -3.92963
H 4.07766 2.06427 -2.39697
H 2.46146 1.49011 -2.12081
H 3.09029 2.62403 -1.00338
H 0.86236 4.25658 -1.52461
H 1.78203 5.01399 -0.69187
C -6.84400 -2.50711 -1.23598
C -6.29547 -0.99586 -1.45460
C -5.12951 -0.58523 -0.49969
O -4.84817 0.78966 -0.80028
C -3.68162 1.32992 -0.10690
N -6.08342 -0.71184 -2.85245
H -6.54531 -2.79932 -0.22925
H -6.43804 -3.20099 -1.97207
H -7.92102 -2.55559 -1.39650
H -6.99911 -0.23294 -1.12151
H -4.30890 -1.26532 -0.72812
H -5.45122 -0.77545 0.52424
H -3.81009 1.40410 0.97296
H -3.44158 2.35691 -0.38217
H -2.80246 0.80832 -0.48520
H -6.34851 0.25742 -2.95421
H -5.08933 -0.86119 -2.95038
C 1.99336 -6.35654 -1.47019
C 2.62068 -6.16309 -0.01319
C 1.57865 -6.14406 1.18882
O 0.44666 -5.25214 1.01195
C 0.64279 -3.87326 1.35822
N 3.76958 -6.99809 0.19604
H 1.33470 -5.50276 -1.62937
H 1.23584 -7.13421 -1.56761
H 2.68655 -6.18794 -2.29430
H 3.00911 -5.14498 -0.03927
H 2.07329 -5.99480 2.14859
H 1.25475 -7.16977 1.36516
H 1.14043 -3.66352 2.30503
H -0.33087 -3.39046 1.27450
H 1.36802 -3.49499 0.63777
H 4.37564 -6.94413 -0.61011
H 3.55853 -7.97336 0.35221
C 1.54825 2.19116 3.12560
C 0.63510 1.68838 2.00158
C 0.56699 0.13089 2.09043
O -0.23827 -0.52339 1.12903
C 0.22300 -0.49275 -0.17756
N -0.62903 2.25014 2.38778
H 1.11385 2.07958 4.11905
H 1.74057 3.26323 3.08342
H 2.53967 1.76187 2.98107
H 0.96020 2.06808 1.03295
H -0.00113 -0.02301 3.00785
H 1.57470 -0.26390 2.21995
H 0.55047 0.49338 -0.50680
H -0.52665 -0.86338 -0.87667
H 1.17268 -1.02310 -0.24773
H -1.34745 1.93562 1.75135
H -0.68367 3.23321 2.16263
C 2.22669 0.27020 -5.19591
C 3.47018 -0.32548 -4.54438
C 3.62937 -1.83339 -4.58625
O 2.46685 -2.61444 -4.21665
C 2.34696 -3.12250 -2.88860
N 4.60627 0.25747 -5.25120
H 1.68865 -0.42448 -5.84092
H 2.45411 1.21157 -5.69612
H 1.44587 0.58045 -4.50153
H 3.61297 -0.17625 -3.47413
H 4.55096 -2.03191 -4.03912
H 3.85593 -2.07211 -5.62538
H 1.42691 -3.70687 -2.89946
H 2.22108 -2.27178 -2.21888
H 3.20928 -3.66911 -2.50688
H 4.39111 -0.05024 -6.18882
H 4.55281 1.26336 -5.17752
*
```